No. 1
ORCA calculation (ωB97M-V/def2-TZVPD) on a structure of composition C34H24MnN9O6Se.

The geometry in ORCA input format:
```
! wB97M-V def2-TZVPD RIJCOSX def2/J DEFGRID3
* xyz 1 4
Mn 17.30 12.00 7.17
C 17.86 6.40 6.95
C 17.65 7.32 8.01
N 18.21 8.47 7.95
C 19.03 8.76 6.93
C 19.19 7.87 5.82
N 18.56 6.67 5.87
C 19.94 9.98 7.07
C 21.27 9.89 6.76
C 22.09 11.00 7.04
C 21.47 12.08 7.53
C 20.14 12.14 7.81
N 19.36 11.13 7.44
C 19.52 13.28 8.42
C 20.14 14.17 9.28
N 19.57 15.22 9.83
C 18.28 15.44 9.44
C 17.64 14.62 8.52
N 18.23 13.52 8.04
C 23.57 10.95 6.72
C 24.06 10.22 5.59
C 25.42 10.17 5.37
N 26.31 10.80 6.12
C 25.86 11.51 7.15
C 24.53 11.62 7.50
H 17.35 5.44 7.01
H 16.99 7.08 8.83
H 19.82 8.15 4.99
H 21.73 9.00 6.38
H 22.11 12.99 7.66
H 21.19 14.03 9.43
H 17.75 16.29 9.87
H 16.63 14.68 8.31
H 23.44 9.69 4.89
H 25.76 9.61 4.52
H 26.56 12.02 7.77
H 24.23 12.20 8.36
C 9.44 13.03 5.90
O 9.63 11.85 5.19
C 10.26 10.76 5.70
C 10.77 9.88 4.76
C 11.29 8.67 5.20
C 11.53 8.44 6.55
C 11.20 9.42 7.46
C 10.48 10.55 7.06
N 12.13 7.20 7.06
N 13.09 7.27 7.86
C 13.89 8.41 8.02
C 14.09 8.87 9.28
C 14.99 9.91 9.61
C 15.77 10.32 8.58
O 16.67 11.32 8.72
C 15.67 9.75 7.35
N 16.42 10.39 6.39
C 16.40 9.98 5.13
C 15.67 8.90 4.73
C 14.80 8.30 5.64
C 14.68 8.84 6.94
H 8.92 13.65 5.19
H 10.46 13.40 6.10
H 8.80 12.90 6.79
H 10.65 10.12 3.66
H 11.49 7.90 4.49
H 11.35 9.20 8.52
H 10.29 11.26 7.82
H 13.51 8.39 10.03
H 14.95 10.37 10.57
H 17.02 10.52 4.43
H 15.74 8.68 3.69
H 14.20 7.51 5.22
O 16.59 14.92 5.05
Se 16.36 13.38 5.10
O 17.83 12.58 5.45
O 15.79 12.90 6.67
O 15.53 12.65 3.96
*
```

Values from the calculation:
**Highest occupied orbital energy (spin up / spin down)**: -10.41 / -10.43 eV
**⟨S²⟩**: 3.8271
**Relative energy (zero: lowest compared OMol25 entry of this formula, charge and spin)**: 1.7 kcal per mole
**Orbital gap (spin up / spin down)**: 0.1975 / 0.2043 hartree

No. 2
ORCA calculation (ωB97M-V/def2-TZVPD) on a structure of composition C34H25N10Rb.

The geometry in ORCA input format:
```
! wB97M-V def2-TZVPD RIJCOSX def2/J DEFGRID3
* xyz 0 1
Rb -1.46 0.04 0.07
C -0.27 -6.47 0.71
C -0.11 -6.47 -0.68
C 0.12 -5.28 -1.37
C 0.21 -4.11 -0.63
C 0.38 -2.70 -1.01
N 0.36 -1.93 0.09
C 0.16 -2.72 1.18
N -0.02 -2.34 2.44
C -0.10 -1.06 2.84
C -0.51 -0.67 4.19
C -0.88 -1.39 5.32
C -1.28 -0.68 6.44
C -1.31 0.71 6.44
C -0.95 1.44 5.31
C -0.55 0.73 4.18
C -0.15 1.14 2.83
N -0.12 2.41 2.44
C 0.07 2.80 1.18
N 0.32 2.02 0.10
C 0.31 2.79 -1.00
N 0.42 2.41 -2.28
C 0.47 1.15 -2.67
N 0.40 0.05 -1.89
C 0.49 -1.05 -2.67
N 0.48 -2.32 -2.28
C 0.59 -0.65 -4.08
C 0.63 -1.36 -5.27
C 0.65 -0.64 -6.46
C 0.63 0.75 -6.46
C 0.60 1.47 -5.27
C 0.57 0.75 -4.08
C 0.09 4.20 -0.63
C -0.01 5.37 -1.36
C -0.27 6.55 -0.67
C -0.44 6.54 0.71
C -0.35 5.37 1.45
C -0.07 4.20 0.77
N 0.12 0.04 2.10
C 0.06 -4.12 0.76
C -0.19 -5.30 1.45
H -0.47 -7.41 1.21
H -0.18 -7.40 -1.23
H 0.23 -5.26 -2.44
H -0.87 -2.48 5.31
H -1.57 -1.22 7.34
H -1.63 1.24 7.33
H -0.99 2.52 5.30
H 0.64 -2.44 -5.26
H 0.67 -1.17 -7.40
H 0.63 1.28 -7.40
H 0.58 2.55 -5.25
H 0.11 5.35 -2.44
H -0.36 7.48 -1.21
H -0.66 7.48 1.22
H -0.49 5.36 2.52
H -0.33 -5.30 2.52
N 4.13 -0.49 3.17
C 4.29 -0.26 1.69
C 2.89 -0.15 1.10
N 2.99 0.09 -0.32
H 5.02 -0.58 3.66
H 3.58 -1.34 3.32
H 3.60 0.28 3.58
H 4.83 -1.09 1.25
H 4.84 0.66 1.53
H 2.35 0.66 1.60
H 2.34 -1.07 1.32
H 2.50 -0.65 -0.80
H 2.45 0.92 -0.54
*
```

Values from the calculation:
**Highest occupied orbital energy (spin up / spin down)**: -5.59 / -5.59 eV
**Orbital gap (spin up / spin down)**: 0.1688 / 0.1689 hartree

No. 3
ORCA calculation (ωB97M-V/def2-TZVPD) on a structure of composition C34H25N6O9PSW.

The geometry in ORCA input format:
```
! wB97M-V def2-TZVPD RIJCOSX def2/J DEFGRID3
* xyz 0 3
W 0.09 1.30 0.05
O -1.21 3.30 1.96
C -1.67 2.20 2.14
O -1.51 1.21 1.25
C -2.48 1.84 3.36
P -1.70 0.70 4.63
C -2.73 -0.81 4.44
C -2.80 -1.65 5.55
C -3.52 -2.84 5.51
C -4.18 -3.21 4.34
C -4.11 -2.39 3.23
C -3.39 -1.20 3.28
C -0.14 0.15 3.82
C 1.00 0.75 4.20
C 2.28 0.58 3.49
C 2.21 -0.49 2.38
C 1.01 -1.28 2.21
C -0.13 -0.92 2.83
H -3.43 1.40 3.04
H -2.70 2.77 3.87
H -2.30 -1.36 6.47
H -3.56 -3.47 6.38
H -4.74 -4.13 4.31
H -4.63 -2.67 2.32
H -3.34 -0.59 2.38
H 1.01 1.45 5.04
H 4.19 0.80 3.81
H 3.16 -0.95 2.13
H 1.05 -2.16 1.59
H -1.03 -1.49 2.67
S -0.23 3.10 -1.35
C -0.82 2.24 -2.79
N -0.96 2.94 -3.87
N -1.32 2.42 -5.02
C -1.14 1.06 -5.46
C -2.22 0.36 -5.95
C -2.04 -0.92 -6.45
C -0.77 -1.50 -6.44
C 0.31 -0.78 -5.94
C 0.14 0.51 -5.46
N -1.18 0.93 -2.71
N -0.99 0.39 -1.58
C -1.39 -0.99 -1.53
C -1.36 -1.78 -2.67
C -1.72 -3.11 -2.58
C -2.10 -3.66 -1.36
C -2.12 -2.86 -0.22
C -1.77 -1.53 -0.30
H -1.36 3.12 -5.74
H -3.21 0.81 -5.94
H -2.88 -1.48 -6.83
H -0.63 -2.50 -6.82
H 1.30 -1.22 -5.93
H 0.98 1.06 -5.06
H -1.05 -1.35 -3.61
H -1.69 -3.73 -3.47
H -2.37 -4.71 -1.29
H -2.42 -3.28 0.73
H -1.81 -0.90 0.58
O 3.39 0.70 4.33
C 2.22 1.03 2.06
O 1.05 1.65 1.69
C 3.32 1.39 1.13
C 4.51 2.01 1.42
C 5.42 2.25 0.39
C 5.15 1.93 -0.92
C 3.92 1.37 -1.21
C 2.98 1.07 -0.21
O 1.82 0.48 -0.48
N 3.61 1.09 -2.61
O 4.52 0.70 -3.32
O 2.48 1.30 -3.00
N 6.71 2.88 0.71
O 7.47 3.11 -0.21
O 6.94 3.12 1.88
H 4.76 2.33 2.42
H 5.87 2.12 -1.70
*
```

Values from the calculation:
**Highest occupied orbital energy (spin up / spin down)**: -8.23 / -8.48 eV
**⟨S²⟩**: 2.0396
**Relative energy (zero: lowest compared OMol25 entry of this formula, charge and spin)**: 76.5 kcal per mole
**Orbital gap (spin up / spin down)**: 0.2412 / 0.2477 hartree

No. 4
ORCA calculation (ωB97M-V/def2-TZVPD) on a structure of composition C34H26F5IrN4O2S.

The geometry in ORCA input format:
```
! wB97M-V def2-TZVPD RIJCOSX def2/J DEFGRID3
* xyz 0 5
Ir 0.81 -0.36 -0.77
C -3.72 1.74 -0.76
C -2.99 1.67 -2.07
C -3.71 1.86 -3.23
C -3.13 1.67 -4.48
C -1.82 1.23 -4.59
C -1.04 1.00 -3.47
C 0.36 0.52 -3.65
C -1.60 1.30 -2.17
N -0.82 1.13 -1.08
C -0.93 2.02 0.01
O -1.25 3.18 -0.10
C -0.56 1.40 1.33
C -0.83 1.92 2.58
C -0.45 1.15 3.68
C 0.13 -0.10 3.51
C 0.35 -0.54 2.21
N 0.03 0.23 1.19
C 0.85 -1.91 1.80
O 1.04 -2.77 2.65
N 0.96 -2.03 0.45
C 1.08 -3.34 -0.10
C 2.32 -3.98 -0.11
C 3.56 -3.35 0.47
C 2.40 -5.24 -0.70
C 1.28 -5.85 -1.25
C 0.06 -5.19 -1.21
C -0.06 -3.93 -0.64
C -1.38 -3.23 -0.59
H -4.78 1.56 -0.94
H -3.62 2.72 -0.29
H -3.37 0.99 -0.06
H -4.75 2.12 -3.16
H -3.71 1.84 -5.38
H -1.39 1.05 -5.57
H 0.49 0.10 -4.65
H 0.59 -0.29 -2.93
H 1.07 1.32 -3.49
H -1.31 2.88 2.68
H -0.64 1.52 4.68
H 0.40 -0.74 4.34
H 4.15 -2.88 -0.31
H 4.18 -4.11 0.94
H 3.32 -2.60 1.22
H 3.35 -5.76 -0.71
H 1.36 -6.83 -1.69
H -0.82 -5.66 -1.64
H -2.14 -3.80 -1.14
H -1.33 -2.23 -1.03
H -1.73 -3.10 0.44
F 2.16 2.19 0.95
C 3.10 1.44 0.31
C 2.72 0.47 -0.60
C 3.78 -0.20 -1.21
F 3.53 -1.16 -2.12
C 5.11 0.06 -0.94
F 6.09 -0.62 -1.54
C 5.43 1.04 -0.01
F 6.70 1.32 0.26
C 4.41 1.75 0.61
F 4.71 2.72 1.48
S 2.09 3.56 -2.37
C 1.24 4.83 -1.69
N 1.47 5.15 -0.37
C 0.87 6.16 0.30
C -0.04 6.95 -0.33
C -0.34 6.67 -1.68
C 0.28 5.65 -2.34
H 2.11 4.53 0.11
H 1.16 6.28 1.33
H -0.52 7.76 0.20
H -1.06 7.28 -2.21
H 0.07 5.42 -3.37
*
```

Values from the calculation:
**Highest occupied orbital energy (spin up / spin down)**: -5.08 / -7.87 eV
**⟨S²⟩**: 6.0251
**Relative energy (zero: lowest compared OMol25 entry of this formula, charge and spin)**: 65.1 kcal per mole
**Orbital gap (spin up / spin down)**: 0.1238 / 0.2028 hartree

Per-record energy, a.u.: -5806.3427; -1882.3220; -3122.7604; -2682.4217
Per-record strongest force on any atom, eV/Å: 4.17; 1.48; 0.66; 3.63